Record 1
17
Properties=species:S:1:pos:R:3 method="wB97M-V/def2-TZVPD" smiles="C1=CCCOCC1" energy_ev=-8430.570 homo_lumo_gap_ev=10.39 e_lumo_ev=1.049
C -1.020 0.245 -1.190
C 0.115 -0.387 -1.487
C 1.186 -0.814 -0.508
C 1.542 0.232 0.548
O 0.557 0.537 1.523
C -0.745 0.033 1.350
C -1.504 0.649 0.178
H -1.685 0.507 -2.012
H 0.312 -0.607 -2.536
H 0.920 -1.766 -0.030
H 2.111 -1.016 -1.062
H 2.426 -0.113 1.101
H 1.818 1.162 0.031
H -0.744 -1.065 1.265
H -1.262 0.282 2.282
H -2.566 0.377 0.271
H -1.461 1.743 0.276

Record 2
17
Properties=species:S:1:pos:R:3 method="wB97M-V/def2-TZVPD" smiles="O=CCCC1CC1" energy_ev=-8430.103 homo_lumo_gap_ev=10.92 e_lumo_ev=1.115
O 1.069 -1.718 1.112
C 1.953 -1.141 0.523
C 1.717 0.178 -0.166
C 0.444 0.850 0.530
C -0.804 0.737 -0.356
C -1.352 -0.624 -0.704
C -2.193 0.321 0.098
H 2.978 -1.566 0.550
H 2.710 0.668 -0.297
H 1.415 0.017 -1.208
H 0.667 1.892 0.771
H 0.204 0.357 1.486
H -0.820 1.461 -1.169
H -1.627 -0.829 -1.736
H -0.917 -1.457 -0.160
H -3.041 0.777 -0.412
H -2.402 0.076 1.138